# 1
A 2-piece molecular cluster, C6H14O overall, computed with ωB97M-V with the def2-TZVPD basis set.

Values from the calculation:
HOMO (spin up / spin down)   -10.3 / -7.9 eV
Calculated total energy   -312.06576 Ha
Frontier orbital gap (spin up / spin down)   10.948 / 8.846 eV
Relative energy (zero: lowest compared OMol25 entry of this formula, charge and spin)   496.9 kJ/mol
LUMO (spin up / spin down)   0.023 / 0.036 Ha

```
! RIJCOSX wB97M-V def2-TZVPD def2/J DEFGRID3
* xyz 0 1
C 2.751 -1.949 -0.155
C 1.541 -1.465 -0.819
C 0.379 -1.083 0.111
C -0.376 0.113 -0.456
C -1.488 0.654 0.432
C -2.083 1.912 -0.174
O -3.125 2.367 0.662
H 4.115 1.150 4.045
H 3.494 -2.521 -0.704
H 2.952 -1.723 0.887
H 1.817 -0.548 -1.404
H 1.222 -2.167 -1.606
H -0.294 -1.940 0.247
H 0.768 -0.834 1.107
H -0.783 -0.153 -1.443
H 0.357 0.915 -0.632
H -2.282 -0.092 0.565
H -1.099 0.890 1.430
H -1.289 2.671 -0.277
H -2.452 1.688 -1.190
H -3.468 3.188 0.290
*
```

Löwdin population analysis, charges in e, atoms 1 to 4: 0.01 -0.31 -0.22 -0.24


# 2
A 2-piece molecular cluster, C6H14O2 overall, computed with ωB97M-V with the def2-TZVPD basis set.

Values from the calculation:
HOMO   -10.7 eV
Calculated total energy   -387.50751 Ha
Frontier orbital gap   11.284 eV
Relative energy (zero: lowest compared OMol25 entry of this formula, charge and spin)   0.0 kJ/mol
Structure (SMILES)   CC(=O)O.CC(C)C
LUMO   0.023 Ha

```
! RIJCOSX wB97M-V def2-TZVPD def2/J DEFGRID3
* xyz 0 1
C -0.156 5.164 0.290
C 1.134 4.707 0.902
O 2.162 4.465 0.310
O 1.021 4.589 2.252
H -0.049 5.254 -0.804
H -0.448 6.146 0.698
H -0.961 4.441 0.506
H 1.916 4.285 2.565
C -0.529 -2.105 -1.746
C -0.448 -2.461 -0.262
C -1.391 -3.617 0.068
C 0.988 -2.808 0.132
H -0.217 -2.972 -2.352
H 0.135 -1.256 -1.981
H -1.560 -1.832 -2.026
H -0.764 -1.575 0.326
H -1.095 -4.511 -0.506
H -1.350 -3.860 1.143
H -2.431 -3.359 -0.195
H 1.666 -1.965 -0.085
H 1.052 -3.043 1.207
H 1.326 -3.688 -0.441
*
```

Löwdin population analysis, charges in e, atoms 1 to 4: 0.00 -0.58 0.09 0.07


# 3
A 2-piece molecular cluster, C6H14O2 overall, computed with ωB97M-V with the def2-TZVPD basis set.

Values from the calculation:
HOMO   -9.6 eV
Calculated total energy   -387.46832 Ha
Frontier orbital gap   10.333 eV
Relative energy (zero: lowest compared OMol25 entry of this formula, charge and spin)   102.9 kJ/mol
Structure (SMILES)   CC(C)CCC=O.O
LUMO   0.025 Ha

```
! RIJCOSX wB97M-V def2-TZVPD def2/J DEFGRID3
* xyz 0 1
C -0.612 1.769 -1.122
C -1.009 0.336 -0.705
C -1.837 0.385 0.587
C 0.192 -0.552 -0.528
C 1.239 -0.628 -1.632
C 2.315 -1.611 -1.269
O 2.594 -2.591 -1.911
H 0.089 2.205 -0.395
H -1.505 2.361 -1.214
H -0.012 1.770 -2.034
H -1.609 0.002 -1.564
H -2.678 1.051 0.439
H -2.097 -0.629 0.893
H -1.193 0.825 1.353
H -0.068 -1.587 -0.266
H 0.703 -0.308 0.427
H 0.768 -0.869 -2.595
H 1.766 0.273 -1.886
H 2.878 -1.388 -0.339
O 0.062 -0.356 4.192
H -0.376 -0.875 4.875
H 0.391 0.417 4.694
*
```

Löwdin population analysis, charges in e, atoms 1 to 4: -0.08 -0.44 -0.07 -0.21